(1)
Formula: C24H25FeN7OS3Se2
Source: OMol25
Level of theory: ωB97M-V/def2-TZVPD

Last column: Mulliken charge in e.
Element x y z (Å)
C -1.245 1.811 -3.686  0.38
S 2.393 -1.279 1.175  -0.23
Se -0.915 -2.545 2.335  0.17
C 1.429 2.858 1.561  0.34
N -1.192 5.170 2.144  -0.51
N -0.656 1.786 1.647  -0.64
N 2.474 2.456 1.292  -0.70
S -1.321 1.783 -1.882  0.27
C 2.940 0.137 -2.570  0.45
C -3.273 5.804 -1.065  -0.37
C -2.744 -3.220 2.492  -1.00
H 4.147 -1.244 5.536  0.40
C 0.953 -2.224 -2.463  -0.94
H 0.523 -3.096 -2.948  0.48
C -0.678 4.154 1.985  -0.09
H -1.642 6.672 -2.165  0.40
C 3.167 -0.575 2.501  0.27
H -0.896 -3.813 -1.330  0.41
C 0.002 1.231 -5.648  -0.52
C 4.416 1.261 3.343  0.06
H -3.727 6.760 -0.837  0.39
H -0.920 1.750 -7.515  0.38
H -3.706 2.485 -0.517  0.41
N 3.350 -1.240 3.666  -0.50
C -2.102 3.373 -1.625  0.28
C -2.100 5.756 -1.813  -0.80
H 0.681 2.653 -1.676  0.11
C -1.508 4.538 -2.097  -0.39
C -3.270 3.409 -0.880  -0.16
C 4.058 -0.676 4.614  0.02
H 3.390 1.240 1.577  0.24
C -0.114 1.253 -4.265  -0.12
H -0.599 4.492 -2.688  0.38
H -3.279 -3.109 1.551  0.30
H 4.793 2.254 3.134  0.43
H -2.941 2.711 -6.461  0.39
C -1.013 1.760 -6.435  -0.45
O -0.002 0.759 1.353  0.25
H 0.675 0.865 -3.633  0.11
C -2.276 2.327 -4.464  -0.58
H 5.281 1.003 5.274  0.37
H 1.239 -1.490 -3.211  0.13
C -2.150 2.300 -5.845  -0.60
H 1.822 -2.493 -1.871  0.31
C 4.664 0.582 4.494  -0.69
Se -0.401 -1.410 -1.324  0.40
C -3.860 4.637 -0.604  -0.68
H -3.159 2.749 -3.999  0.43
N 0.162 1.849 -1.338  -0.03
H -2.121 -2.945 -0.402  0.37
H -0.888 -4.608 0.973  0.52
N 3.672 0.694 2.389  0.09
C -0.468 -3.623 0.774  -0.95
Fe 1.219 0.466 -0.118  0.07
H -3.237 -2.618 3.252  0.32
S 3.618 -0.034 -4.034  -0.43
H -4.768 4.678 -0.016  0.39
H -2.733 -4.262 2.801  0.28
N 2.454 0.260 -1.518  -0.36
H 0.615 -3.706 0.739  0.35
C 0.010 2.922 1.749  0.64
C -1.051 -3.097 -0.522  -0.69
H 0.892 0.807 -6.096  0.45

Values from the calculation:
HOMO level (alpha / beta)   -7.66 / -7.66 eV
DFT total energy   -8649.0638 Ha
Frontier orbital gap (alpha / beta)   7.34 / 7.34 eV
Charge   0

=====

(2)
Formula: C25H57BO2P2
Source: OMol25
Level of theory: ωB97M-V/def2-TZVPD

Last column: Mulliken charge in e.
Element x y z (Å)
H 0.930 -2.842 -0.541  0.37
H 0.963 0.148 -0.322  0.45
H 2.618 3.369 -1.848  0.55
H 4.122 4.187 -0.357  0.31
H -6.189 2.304 -3.319  0.35
H -3.326 -2.653 -2.126  0.28
H 1.343 1.045 1.119  0.05
H 4.659 1.574 1.158  0.77
C -6.000 1.840 -2.289  -0.92
H -7.361 -1.356 0.862  0.22
H -6.106 -0.216 -3.234  0.37
C -6.907 -2.381 0.592  -0.75
H 5.100 4.082 1.088  0.55
C -1.073 2.390 -0.569  -1.04
H -6.053 -2.201 6.365  0.32
P -5.046 -0.557 -0.897  -0.30
H 4.124 -1.363 -1.998  0.26
H 1.769 4.185 0.359  0.23
C -6.327 -2.537 5.296  -0.93
H 5.812 -1.528 -0.521  0.46
C 7.177 -0.237 -1.484  -1.79
H -0.679 4.030 0.742  0.50
H 2.406 -3.156 -1.464  0.45
H -1.582 3.045 -1.279  0.43
C 7.192 2.720 0.166  -1.40
C -5.443 -3.829 4.978  -0.21
H 5.784 2.529 -1.456  -0.22
C -5.421 0.356 -2.515  -0.66
C 3.707 0.748 -1.947  -0.94
H 6.326 4.163 -1.144  0.45
H -0.564 1.606 -1.135  0.07
H 6.937 1.821 0.732  0.25
H -1.830 1.898 0.045  0.38
C 6.015 3.234 -0.654  0.20
H -6.932 1.766 -1.642  0.31
C -0.126 3.185 0.316  -0.50
C -2.622 -2.177 -1.366  -0.88
C 1.784 0.406 0.352  -0.41
H 5.153 -0.422 -2.993  0.56
C 1.917 2.762 -1.261  -1.54
H -2.787 -0.555 0.251  0.36
H 3.740 -1.774 0.015  -0.51
C -5.996 -2.875 1.812  0.26
H -1.605 -2.057 -1.892  0.20
C 2.201 -0.834 1.141  -1.21
H 3.327 2.634 1.461  0.66
H -6.647 -2.384 -1.751  -0.21
C 2.729 -2.013 0.334  0.42
C 1.879 -2.408 -0.865  -1.39
H 2.953 -0.552 1.888  0.40
H 8.031 2.481 -0.491  0.39
H -7.753 -3.111 0.373  0.18
H 5.570 0.143 -0.092  -0.10
H 1.664 -1.567 -1.526  0.26
C 1.114 3.732 -0.392  -0.94
H -5.158 2.448 -1.806  0.12
H -4.410 0.471 -3.064  0.25
P 2.933 1.462 -0.506  1.11
H 0.787 4.552 -1.040  0.49
C 3.997 2.289 0.664  -1.17
H -5.920 -2.016 2.558  -0.11
H 1.326 -1.181 1.701  0.48
H 7.212 0.704 -2.036  0.33
C -3.162 -0.753 -0.821  -0.14
H -2.571 -2.880 -0.464  0.24
O -4.653 -5.175 3.108  -0.58
H -4.332 -3.621 5.182  0.24
C 4.692 -0.430 -2.000  -1.19
H -7.453 -2.760 5.251  0.23
C 5.784 -0.513 -0.931  0.35
H -4.942 -3.139 1.460  0.14
C 4.784 3.520 0.203  -1.12
H 7.489 -1.038 -2.159  0.47
H -5.188 -3.154 -0.761  -0.17
B -5.976 -2.243 -0.762  0.21
H 7.523 3.478 0.881  0.42
H 4.168 1.573 -2.498  0.88
H 2.869 0.440 -2.583  0.58
H 1.270 2.295 -2.009  0.83
H 2.841 -2.878 0.994  0.51
H 0.166 2.587 1.182  0.23
H -6.083 -1.633 4.632  0.28
H 7.903 -0.191 -0.669  0.40
H -2.680 0.046 -1.501  -0.13
C -5.550 -4.375 3.488  0.56
H -5.791 -4.655 5.685  0.25
O -6.546 -4.029 2.546  -0.37

Values from the calculation:
HOMO level   -4.81 eV
DFT total energy   -1844.5844 Ha
Frontier orbital gap   4.22 eV
Charge   0

=====

(3)
Formula: C21H24N5O7S5Ti
Source: OMol25
Level of theory: ωB97M-V/def2-TZVPD

Last column: Mulliken charge in e.
Element x y z (Å)
H 1.822 -4.487 0.570  0.38
C -5.351 1.969 -2.407  -0.67
C -3.418 0.557 -2.416  -0.17
C -1.149 -1.414 1.155  0.56
C -1.533 -0.920 2.412  -0.33
N -2.003 2.216 0.209  -0.03
H 0.878 -5.993 -0.977  0.37
S -1.834 0.157 -3.087  1.29
C 0.352 1.460 -2.290  0.35
C 0.859 -4.022 0.778  -0.93
H -0.006 2.295 -4.239  0.53
O 1.545 -0.847 -3.043  -0.64
C 0.687 2.218 -3.418  -1.10
H -8.064 1.177 -1.468  0.30
H 2.217 3.410 -4.296  0.41
S 0.755 1.532 1.791  -0.08
H -7.404 2.653 -0.766  0.37
H 0.364 -4.518 1.609  0.42
O -1.719 0.860 -4.340  -0.81
H -3.414 -1.045 -0.982  0.35
C -2.297 -3.477 1.837  -0.39
C -1.583 -2.730 0.892  1.26
O 0.508 -1.403 -1.220  0.01
C -0.110 -5.546 -0.882  -1.04
N 1.191 1.362 -1.253  0.76
C -2.217 -1.661 3.362  -1.07
H 2.986 1.810 -0.385  0.43
O -1.927 0.933 0.383  -0.08
H -0.690 -6.093 -0.141  0.35
S 2.358 -0.822 0.779  -0.09
N -0.823 0.772 -1.999  0.57
C -1.327 -3.447 -0.398  -1.11
H -7.412 1.153 0.171  0.35
H 1.015 -2.972 1.011  -0.07
S 2.231 -1.244 2.734  -0.19
C 1.924 2.823 -3.432  -0.40
O 1.261 -2.921 -2.553  -0.92
C -3.963 -0.209 -1.397  0.00
C -5.913 1.219 -1.378  1.08
Ti -0.195 0.142 -0.075  -0.74
C 2.798 2.695 -2.351  -1.07
H -2.078 -4.221 -0.544  0.79
N 1.097 -1.699 -2.316  1.22
O -0.932 2.703 -0.055  -0.33
H -5.888 2.827 -2.798  0.35
H -3.660 2.230 -3.723  0.47
H -1.286 0.097 2.669  0.51
C -5.202 0.130 -0.881  -0.99
N 0.027 -4.141 -0.452  0.70
C -4.108 1.646 -2.929  -0.72
H -0.616 -5.577 -1.846  0.38
H 3.772 3.165 -2.348  0.40
H -3.160 -3.553 3.802  0.38
H -2.451 -1.212 4.320  0.44
H -5.611 -0.452 -0.063  0.35
H 0.528 -3.635 -1.209  0.21
S 1.202 0.522 3.473  -0.17
C -7.271 1.571 -0.826  -1.52
O -1.757 -1.283 -3.115  -0.70
H -2.625 -4.481 1.575  0.34
C -2.609 -2.961 3.080  -0.85
C 2.382 1.956 -1.271  -0.19
H -1.357 -2.784 -1.252  -0.23

Values from the calculation:
HOMO level   -3.55 eV
DFT total energy   -4455.4757 Ha
Frontier orbital gap   5.91 eV
Charge   -1

=====

(4)
Formula: C44H36F4N
Source: OMol25
Level of theory: ωB97M-V/def2-TZVPD

Last column: Mulliken charge in e.
Element x y z (Å)
H 1.622 3.981 0.462  0.42
H 0.463 6.136 0.976  0.37
C -0.208 -4.863 2.486  0.18
C -2.329 -3.748 2.608  -0.43
H -3.066 0.558 3.868  0.44
H 2.203 -3.773 3.098  0.59
C -3.103 0.868 1.730  -0.43
F -2.913 5.427 -4.362  -0.28
C -2.641 0.406 0.497  -1.03
H 4.041 -2.322 3.169  0.28
C -1.801 -0.844 2.842  0.22
C -2.660 4.073 -4.247  0.19
H 0.260 0.654 -3.353  0.23
H -2.953 0.885 -0.430  0.43
C -0.966 -3.702 2.273  -1.18
C 2.630 1.381 -4.082  -0.77
C -1.084 4.124 3.251  -0.63
H -1.484 -1.345 3.764  0.37
H -0.526 2.102 3.688  0.48
C -0.417 2.933 2.983  -0.29
F 3.400 5.453 -4.267  -0.29
H 1.965 -1.385 -2.314  0.76
C -0.322 -2.473 1.609  4.72
H -0.551 4.402 -4.228  0.43
H 4.054 -2.453 1.410  0.32
C -3.425 1.838 -4.157  0.26
C 0.800 4.009 1.191  -0.52
H -0.101 -6.836 3.334  0.42
H -1.332 6.206 2.717  0.39
H 1.047 4.428 -3.994  0.53
C 3.151 4.097 -4.194  0.14
H -2.995 -2.920 2.347  0.46
C -1.777 -0.697 0.433  0.16
H -0.963 -4.681 0.005  0.49
H 2.091 -3.554 1.336  0.26
C -1.027 2.280 -3.865  1.08
C -1.293 -1.286 1.605  -1.24
F -4.465 0.933 -4.186  -0.28
C -2.071 -5.956 3.579  -0.51
F 4.960 0.964 -4.317  -0.28
C 2.978 -0.732 2.162  -0.64
C 0.255 1.723 -3.593  0.11
H 1.683 1.512 0.577  0.25
C -1.338 3.667 -4.089  -0.70
C 0.963 -2.083 2.427  -0.77
H 5.256 3.586 -4.341  0.52
H -1.469 -1.064 -0.550  0.45
H 0.660 -2.018 3.498  0.64
H 0.817 -4.927 2.114  0.56
C 2.166 -3.032 2.293  -0.83
C -3.741 3.193 -4.261  -0.58
C 1.013 1.526 1.449  -0.29
C 3.919 1.864 -4.244  0.24
C 0.453 2.806 1.863  0.69
C 0.114 -2.801 0.175  -0.62
H -0.211 -5.120 -2.295  0.42
H 3.408 -0.210 1.300  0.33
H -1.829 4.147 4.051  0.39
C -0.741 -5.970 3.155  -1.15
H -3.774 1.726 1.780  0.42
C 0.843 0.399 2.217  -0.85
H 1.108 -0.912 -0.064  0.26
N 1.521 -0.774 2.020  0.21
C 0.920 -3.284 -2.476  -0.73
C 3.436 -2.183 2.269  -0.94
C 4.233 3.221 -4.280  -0.61
C 0.876 -1.865 -0.528  0.81
C 0.113 -4.199 -1.806  -1.01
C 0.187 5.223 1.513  -0.52
H -2.487 -6.814 4.109  0.40
H 2.424 0.320 -4.199  0.56
C -0.796 5.280 2.516  -0.58
C 1.838 3.684 -3.992  -0.75
C -2.860 -4.837 3.307  -0.99
H 0.224 0.423 3.115  0.58
C -2.696 0.227 2.898  -1.23
H 1.237 -3.474 -3.507  0.39
H -3.900 -4.798 3.628  0.42
C -0.308 -3.958 -0.489  -0.59
H -1.929 0.299 -4.039  0.50
C -2.133 1.367 -3.986  -0.79
C 1.533 2.287 -3.871  1.00
H 3.262 -0.165 3.062  0.39
H -4.766 3.553 -4.326  0.51
C 1.320 -2.110 -1.831  -1.34

Values from the calculation:
HOMO level   -9.27 eV
DFT total energy   -2152.1393 Ha
Frontier orbital gap   2.43 eV
Charge   +1

=====

(5)
Formula: C12H4Cl2MnNO2S4
Source: OMol25
Level of theory: ωB97M-V/def2-TZVPD

Last column: Löwdin spin population.
Element x y z (Å)
N 1.709 1.732 -0.190  0.16
C 0.906 2.833 -0.188  0.01
C -0.827 5.048 -0.290  0.04
S 1.936 0.392 3.066  0.06
C -0.309 3.528 4.994  0.00
Cl 1.037 6.728 -1.235  0.02
C 1.387 4.082 -0.704  0.01
H -1.492 5.897 -0.347  0.00
H 4.508 3.011 -1.562  0.00
O -2.219 0.957 1.284  -0.01
C 2.707 4.145 -1.195  0.21
O -0.556 4.352 5.838  0.00
C -0.355 1.955 2.891  0.00
S 1.139 2.506 4.996  0.00
C -0.419 2.736 0.306  0.09
Cl -2.991 3.714 0.491  0.02
C 2.973 1.830 -0.685  0.16
Mn 1.083 0.024 0.891  3.94
C -1.290 3.837 0.172  0.10
H 3.093 5.082 -1.567  0.01
C 0.500 5.169 -0.680  0.14
S -0.779 1.248 1.273  -0.03
C 0.792 1.613 3.518  0.01
H 3.556 0.917 -0.651  0.02
S -1.359 3.189 3.620  0.00
C 3.495 2.992 -1.184  0.06

Values from the calculation:
Spin multiplicity   6
HOMO level (alpha / beta)   -2.56 / -3.24 eV
DFT total energy   -4329.0788 Ha
Frontier orbital gap (alpha / beta)   4.58 / 5.16 eV
Charge   -1

=====

(6)
Formula: ClH12O6
Source: OMol25
Level of theory: ωB97M-V/def2-TZVPD

Last column: Mulliken charge in e.
Element x y z (Å)
Cl 0.597 1.095 0.348  -0.82
H -0.476 0.116 2.141  0.24
H 0.449 -2.491 -1.738  0.31
H -2.049 3.689 0.923  0.28
H 1.817 -0.400 -3.032  0.37
H -2.468 -0.473 -0.877  0.32
O 0.412 -1.701 -2.287  -0.67
H 1.989 0.608 -1.899  0.30
O -1.036 -0.079 2.921  -0.64
O -2.055 -0.986 -0.174  -0.62
H -1.643 0.666 2.963  0.33
O 2.722 -1.455 1.170  -0.65
O -2.268 2.782 0.688  -0.63
H 0.147 -0.995 -1.675  0.35
H -1.233 -0.502 0.019  0.23
O 2.201 0.466 -2.835  -0.68
H 2.104 -1.978 1.690  0.30
H 2.208 -0.669 0.914  0.36
H -1.417 2.308 0.741  0.29

Values from the calculation:
HOMO level   -6.33 eV
DFT total energy   -918.9610 Ha
Frontier orbital gap   9.83 eV
Charge   -1